# C26H40BrO4PSW

A molecular structure, C26H40BrO4PSW (ωB97M-V/def2-TZVPD, the Open Molecules 2025 dataset).

Summary:
Lowest unoccupied orbital energy = -7.225 eV
Frontier orbital gap = 7.04 eV
F_max = 0.26 eV/A
Highest occupied orbital energy = -0.5241 Eh

```
! wB97M-V def2-TZVPD RIJCOSX def2/J DEFGRID3
* xyz 2 1
W 0.19546 0.75119 -2.09757
Br -1.57020 2.14329 -0.55378
S 1.09666 2.45732 -3.40314
P -1.65059 -0.76554 -2.51159
O -1.79533 -2.06078 -3.36369
O 0.84006 0.61213 -0.42239
O -3.10447 -0.51137 -2.00360
O -1.41823 0.55010 -3.49017
C 3.41633 0.06946 2.96740
C -0.43092 -3.03428 -5.12795
C -0.73573 1.52808 1.05117
C -0.73291 -3.03168 -3.65354
C 2.50135 -1.35682 -3.57421
C 3.71304 -1.25362 -2.97442
C 0.52510 0.59142 3.23226
C -1.17156 1.58144 4.82075
C 3.07802 -0.63383 0.62319
C 3.42748 1.13518 -2.65349
C 0.43966 0.79985 0.89576
C 1.67301 -0.20020 -3.73670
C -1.29163 1.80860 2.27515
C -2.75440 -1.79457 0.08306
C -1.46037 0.23348 5.49684
C 2.39918 -0.54418 1.99063
C 2.03119 -1.96308 2.44910
C -0.64337 1.32533 3.41124
C -0.10360 2.34457 5.61885
C 4.17681 0.00935 -2.51265
C -2.28751 1.27747 -4.47063
C 2.16359 1.06531 -3.31323
C -2.45691 2.40806 4.80785
C -3.74098 -1.33590 -0.96315
C -2.84599 2.51721 -3.83599
C 1.12122 0.30314 2.00170
H 4.35167 -2.12027 -2.87427
H 0.30673 -3.80743 -5.34543
H -2.30441 3.39479 4.36564
H -2.19962 2.38949 2.34605
H 2.48160 -1.18869 -0.10334
H -0.46885 2.53780 6.62767
H -3.28093 -2.38202 0.83539
H 3.78367 2.09593 -2.30577
H -3.04894 0.55718 -4.76063
H -4.22479 -2.16806 -1.47015
H -3.44139 3.04937 -4.57869
H 4.33895 -0.51059 2.93894
H -2.27237 -0.95337 0.58495
H -1.62801 1.48360 -5.30949
H 2.17223 -2.29784 -3.99371
H 1.01535 0.21020 4.11661
H 1.31683 -2.42550 1.76386
H -1.13457 -3.98473 -3.31927
H -3.49649 2.27351 -2.99605
H 0.89750 -0.22425 -4.49788
H 0.82340 1.77685 5.70717
H 0.12590 3.30363 5.15183
H -2.21695 -0.32960 4.94678
H 3.06343 0.06186 3.99706
H 2.92709 -2.58462 2.47679
H 5.15397 0.07457 -2.05197
H 0.13494 -2.77756 -3.04212
H -1.98636 -2.45309 -0.33754
H -3.26475 1.90070 4.27547
H -4.50144 -0.68134 -0.54742
H 1.59251 -1.96467 3.44703
H -0.56657 -0.38606 5.58045
H -2.04674 3.18853 -3.51691
H -1.83562 0.40395 6.50618
H -1.32669 -3.25817 -5.70484
H 3.30751 0.35283 0.21832
H -0.03204 -2.07583 -5.46406
H -2.79324 2.56293 5.83233
H 3.65326 1.09908 2.69500
H 4.02077 -1.16924 0.74296
*
```